Record 1
Density functional theory data (the ωB97M-V functional and the def2-TZVPD basis) for a molecular structure, C19H23IrN11O3S2.

Element x y z (Å)
1 Ir 0.8004 0.6382 -1.1396
2 S -2.7288 2.7841 1.0676
3 S -0.8525 2.2549 -1.1586
4 O 1.3138 -3.1131 -3.2854
5 O 2.7765 1.3231 -0.8666
6 O -0.4329 -2.1145 -2.5098
7 N 1.2694 -0.7673 -2.9396
8 N 0.6999 -2.1051 -2.9477
9 N 2.4099 -1.2239 -4.9002
10 N -0.4122 1.7094 1.4784
11 N 0.8343 1.2696 1.0152
12 N -1.1071 -2.7323 1.3726
13 N 0.2510 -1.2755 0.0013
14 N 1.5724 1.8485 -3.2101
15 N -2.1248 -0.9440 2.5871
16 N 2.1746 0.9526 -4.1254
17 N -2.5772 -3.1226 2.9724
18 C 4.1683 0.7683 2.4745
19 C 5.4856 0.5678 2.2099
20 C 4.9764 0.8368 -0.2048
21 C -3.2335 -0.3180 -0.7513
22 C 5.8718 0.6295 0.8407
23 C 1.7813 1.2571 1.9249
24 C 3.1413 0.9326 1.4384
25 C -5.4749 -1.2611 0.6026
26 C -4.0836 0.5880 -0.0940
27 C 1.4090 1.6508 3.3695
28 C 1.9174 -0.3905 -3.9836
29 C -1.9074 -2.1925 2.2681
30 C -4.6755 -2.1390 -0.1208
31 C 3.5858 1.0276 0.0711
32 C -1.1641 2.2186 0.5677
33 C -0.4635 -1.8915 0.6474
34 C -3.5214 -1.6718 -0.7767
35 C -3.8413 2.0827 -0.1505
36 C -5.1915 0.1160 0.6227
37 H 2.9974 -0.8544 -5.6897
38 H 6.2290 0.5211 3.0133
39 H 2.4025 -2.1994 -4.6352
40 H -4.7262 2.7031 0.0187
41 H 5.2681 1.0353 -1.2044
42 H -2.3941 -0.0364 -1.4399
43 H 2.7892 1.2932 -4.8524
44 H 1.3987 0.7697 3.9919
45 H -2.8408 -0.6635 3.2450
46 H -4.8196 -3.2377 -0.1464
47 H -2.8651 -2.4818 -1.1345
48 H -3.4077 2.3895 -1.1308
49 H 0.9373 2.5407 -3.6878
50 H -6.3579 -1.6445 1.0279
51 H 2.2395 2.2530 3.6353
52 H -3.1999 -2.8790 3.7055
53 H 2.2853 2.3792 -2.7095
54 H 3.8262 0.6743 3.4834
55 H -1.6152 -0.1800 2.1509
56 H 6.9043 0.6066 0.5297
57 H -2.3139 -4.0850 2.7846
58 H 0.4523 2.1516 3.4560
59 H -5.8366 0.7509 1.2208

## Properties
HOMO-LUMO gap (spin up / spin down) ... 0.2787 / 0.2171 Ha
Expectation value of S² ... 6.019
Multiplicity ... 5
Energy relative to the best compared isomer or geometry (same formula, charge and spin) ... 0.0 kJ/mol
Net charge ... +1



Record 2
Density functional theory data (the ωB97M-V functional and the def2-TZVPD basis) for a molecular structure, C31H47N4O7P2Ru.

Element x y z (Å)
1 Ru 0.1346 1.2156 0.1066
2 P -3.1197 0.3022 -1.2675
3 P -2.9847 3.1583 -0.4183
4 O -2.9072 3.8733 -1.8631
5 O -4.1283 -0.9202 -1.4597
6 O -2.7050 0.6894 -2.7455
7 O -3.6469 3.9972 0.6037
8 O -1.9663 -0.1069 -0.4201
9 O -1.5927 2.6393 -0.1464
10 O -4.5800 1.2581 0.5564
11 N 0.2747 -0.3343 1.5566
12 N 4.4267 1.2520 2.0102
13 N 2.6196 1.0638 0.7854
14 N 0.5849 -0.3553 -1.3034
15 C 3.3976 -2.6530 3.4034
16 C 0.6347 2.6940 -2.0979
17 C -0.0805 2.8419 2.4637
18 C 0.7314 -0.5082 5.7641
19 C 0.4350 -0.3838 2.9530
20 C -0.8677 -2.6484 -2.7481
21 C 0.2738 -1.7500 -4.7333
22 C 1.9683 -2.5305 2.8564
23 C 0.2491 -1.4173 0.8337
24 C -5.2553 2.0338 -1.6600
25 C 0.0905 0.5592 5.1648
26 C 4.5281 0.0496 1.3635
27 C 1.6120 1.9772 -3.0281
28 C -2.2058 1.4203 2.7139
29 C 1.1847 -1.4385 3.5737
30 C 0.5964 -0.4479 -2.7020
31 C 1.1412 0.6023 -3.5035
32 C -0.0732 0.6535 3.7921
33 C 0.0505 -1.5973 -3.3719
34 C 0.5431 -1.4291 -0.5724
35 C 1.2793 -1.4821 4.9578
36 C -0.1895 -4.0238 -2.6298
37 C 3.2675 1.8287 1.6342
38 C 1.2998 0.3893 -4.8648
39 C 3.0278 1.9057 -2.4501
40 C 0.9275 -0.7918 -5.4801
41 C -4.1092 1.7091 -0.7129
42 C 1.2521 -3.8846 2.9724
43 C 3.3980 -0.0578 0.6124
44 C -0.8780 1.8576 3.3279
45 C -2.1537 -2.8351 -3.5802
46 H 3.8376 -1.6702 3.5664
47 H -0.3179 1.3471 5.7845
48 H 0.7801 -3.9883 -2.1302
49 H 0.1928 -3.8149 2.7199
50 H 2.0707 -2.2711 1.8027
51 H 0.8250 3.1593 2.9823
52 H -1.1321 2.4210 4.2282
53 H 3.1156 -0.8439 -0.0663
54 H -2.7545 0.7864 3.4132
55 H 0.8219 -0.5657 6.8403
56 H 1.1036 -0.9445 -6.5363
57 H -0.0407 -2.3555 1.2926
58 H -0.6876 3.7088 2.2110
59 H 1.6694 2.5928 -3.9278
60 H -1.1766 -2.3167 -1.7546
61 H -0.1014 -2.6404 -5.2211
62 H -2.9363 -3.2548 -2.9493
63 H -2.5328 -1.9019 -3.9956
64 H -5.7770 2.9211 -1.3001
65 H 0.8098 2.3625 -1.0474
66 H 5.3690 -0.6106 1.4794
67 H -5.9536 1.1972 -1.6860
68 H -0.8341 -4.7096 -2.0782
69 H -2.8066 2.2997 2.4906
70 H -0.0192 -4.4444 -3.6210
71 H 0.8077 3.7690 -2.0797
72 H 1.7174 -4.6268 2.3208
73 H -1.9881 -3.5223 -4.4096
74 H -4.8807 2.2166 -2.6663
75 H 3.7191 1.4780 -3.1770
76 H 1.8149 -2.3043 5.4143
77 H 0.7659 -2.3904 -1.0195
78 H 3.3855 2.9033 -2.1887
79 H -2.0653 0.8545 1.7978
80 H 4.0173 -3.1985 2.6893
81 H -3.4615 4.6693 -1.8606
82 H 3.0406 1.2860 -1.5577
83 H 3.4262 -3.1994 4.3458
84 H -2.0016 0.1215 -3.1005
85 H 1.3089 -4.2518 3.9972
86 H -4.5110 -1.2146 -0.6171
87 H 0.2374 2.3875 1.4968
88 H 1.7372 1.1771 -5.4647
89 H -0.3992 2.5278 -2.3928
90 H 2.9445 2.7983 1.9755
91 H -4.7270 2.0477 1.1016
92 H 5.1015 1.6326 2.6518

## Properties
HOMO-LUMO gap (spin up / spin down) ... 0.2220 / 0.2504 Ha
Expectation value of S² ... 6.008
Multiplicity ... 5
Energy relative to the best compared isomer or geometry (same formula, charge and spin) ... 101.3 kJ/mol
Net charge ... +1



Record 3
Density functional theory data (the ωB97M-V functional and the def2-TZVPD basis) for a single C7H8N2O2S2 molecule.

Element x y z (Å)
1 S -1.5040 -2.0395 0.6537
2 S -0.9899 0.3530 -2.3027
3 O -2.1366 -0.4622 -2.1001
4 O -0.0017 0.0649 -3.3489
5 N -0.1263 0.2458 -0.8966
6 N 0.1922 2.7544 1.4128
7 C -0.2097 1.7628 0.9725
8 C -1.5344 2.1165 -2.3611
9 C -0.3260 -2.2151 2.9018
10 C -0.2116 -0.8773 2.5191
11 C -0.8016 -0.5676 1.2976
12 C -0.9173 0.5982 0.4617
13 C -0.9651 -2.9410 2.0228
14 H 0.8589 0.5788 -0.8448
15 H -1.3934 2.3051 -3.4892
16 H 0.1158 -0.1341 3.1245
17 H -0.8976 2.6619 -1.6965
18 H -2.5384 2.0058 -1.8528
19 H -1.1579 -4.0935 2.0337
20 H 0.1252 -2.5492 3.8900
21 H -1.9006 0.9113 0.2127

## Properties
SMILES ... CS(=O)(=O)N[C@H](C#N)c1cccs1
HOMO-LUMO gap ... 0.3610 Ha
Energy relative to the best compared isomer or geometry (same formula, charge and spin) ... 102.5 kJ/mol



Record 4
Density functional theory data (the ωB97M-V functional and the def2-TZVPD basis) for a molecular structure, CH16Na5O11.

Element x y z (Å)
1 Na 3.2131 0.8894 0.1684
2 Na -1.2917 3.4193 -1.8618
3 Na -1.1066 1.6917 -4.1714
4 Na 2.0353 2.0450 -3.1282
5 Na 2.3915 4.2753 -0.4143
6 O 2.2772 -2.3078 0.1493
7 O -2.6502 -0.9584 -2.1516
8 O 0.2373 0.2793 0.0954
9 O 0.8852 -1.5137 -3.0091
10 O -0.6468 -2.3320 0.0855
11 O -2.6271 0.4320 0.7001
12 O 1.0366 2.2199 -0.6161
13 O -0.4092 1.6153 2.5862
14 O -0.9751 -1.7200 2.7733
15 O 1.9914 -0.5623 2.6270
16 O -0.4802 1.0638 -1.7839
17 C 0.3593 1.1461 -0.7988
18 H 1.3968 -1.9655 -0.0343
19 H 1.0577 -0.6663 2.3600
20 H -0.4389 -1.3863 0.0179
21 H -2.3843 -1.6789 -1.5561
22 H 2.1020 0.3812 2.7802
23 H 1.0431 -1.0725 -3.8540
24 H -0.3142 1.1335 1.7537
25 H 2.5239 -1.9402 1.0105
26 H -0.9703 -1.8146 3.7349
27 H -1.3060 -2.4199 0.7920
28 H 0.4288 2.0732 2.7059
29 H 0.5415 -0.8374 -2.4105
30 H -1.7934 0.2090 0.2753
31 H -2.0555 -0.2328 -1.9468
32 H -1.2978 -0.8231 2.6247
33 H -2.7739 1.3577 0.4966

## Properties
HOMO-LUMO gap ... 0.1595 Ha
Energy relative to the best compared isomer or geometry (same formula, charge and spin) ... 373.3 kJ/mol
Net charge ... +3



Record 5
Density functional theory data (the ωB97M-V functional and the def2-TZVPD basis) for a single C26H26N2O3 molecule.

Element x y z (Å)
1 O -4.0036 6.8832 -1.2491
2 O 0.8037 2.9362 2.3692
3 O -4.2455 4.6700 -1.5115
4 N 0.7366 -4.1238 1.5499
5 N 0.1143 2.7693 0.2035
6 C -3.5683 5.6147 -1.1819
7 C 1.4401 0.2204 0.1325
8 C 1.7662 -1.1238 0.1298
9 C 0.6368 2.2710 1.3686
10 C -1.6525 4.2447 -0.4698
11 C 1.4274 -6.7719 -1.6618
12 C 1.8536 5.0641 0.7234
13 C 0.9776 0.8229 1.2980
14 C 1.0743 -5.9981 -0.5619
15 C 1.1680 -1.2841 2.4434
16 C -0.1979 -4.0715 0.4409
17 C -0.3659 4.0807 0.0231
18 C 0.8570 0.0600 2.4569
19 C -5.3278 7.0557 -1.7273
20 C 1.6295 -1.8901 1.2800
21 C -1.4144 6.6313 -0.3617
22 C 0.9325 -6.4867 -2.9197
23 C 0.4341 5.2007 0.2851
24 C 0.2130 -4.9185 -0.7395
25 C -2.1865 5.5127 -0.6643
26 C -0.2767 -4.6342 -2.0080
27 C 1.6599 -6.3135 0.7896
28 C 0.9885 -5.5051 1.9078
29 C 0.0763 -5.4116 -3.0944
30 C -0.1238 6.4618 0.0959
31 C 1.9482 -3.3598 1.2805
32 H 2.3641 4.3033 0.1341
33 H 2.7319 -6.0903 0.7649
34 H 0.5126 0.5432 3.3587
35 H -1.1699 -4.4219 0.8109
36 H 2.3802 6.0095 0.6242
37 H 0.0197 -5.9509 2.1512
38 H -6.0365 6.5378 -1.0774
39 H 1.5737 0.8024 -0.7687
40 H -0.2596 2.0891 -0.4436
41 H -2.2658 3.3853 -0.7009
42 H 1.2149 -7.0991 -3.7633
43 H 1.6060 -5.5258 2.8100
44 H 1.0545 -1.8806 3.3354
45 H 1.5596 -7.3814 0.9961
46 H 2.6566 -3.5730 2.0870
47 H -5.4226 6.6531 -2.7381
48 H -0.9421 -3.7918 -2.1374
49 H -5.5166 8.1262 -1.7222
50 H -0.3113 -5.1794 -4.0754
51 H 1.8903 4.7442 1.7650
52 H -1.8250 7.6182 -0.5013
53 H 0.4825 7.3312 0.3052
54 H 2.1311 -1.5836 -0.7783
55 H -0.3207 -3.0293 0.1357
56 H 2.0989 -7.6077 -1.5218
57 H 2.4188 -3.6353 0.3228

## Properties
SMILES ... COC(=O)c1ccc(C)c(NC(=O)c2ccc(CN3CCc4ccccc4C3)cc2)c1
HOMO-LUMO gap ... 0.3402 Ha
Energy relative to the best compared isomer or geometry (same formula, charge and spin) ... 13.7 kJ/mol